This record from OMol25 describes a molecular structure, C4H8N in a non-equilibrium geometry. The level of theory is ωB97M-V with the def2-TZVPD basis set.

The geometry in XYZ format:
```
13
Properties=species:S:1:pos:R:3
C 1.49099 -0.88443 -0.54940
C 0.01631 -0.52105 -0.88519
C 1.23594 -0.61875 0.71728
C -1.21976 0.15128 1.31034
N -0.20730 -0.21935 0.34893
H 2.18055 -1.13409 -1.40710
H -0.71667 -0.39574 -1.67639
H 1.90407 -0.67486 1.56109
H 0.07473 2.05068 -2.29246
H -0.80860 -0.34312 2.31216
H -1.26596 1.19183 1.43862
H -2.28291 -0.28583 0.96549
H -0.40139 1.68342 -1.84337
```

As for the net charge: +1. The HOMO energy (spin up / spin down) is -0.4773 / -0.6443 Eh. The expectation value of S² is 2.004. As for the lowest unoccupied orbital energy (spin up / spin down): -3.37 / -7.90 eV. The value obtained for the energy relative to the best compared isomer or geometry (same formula, charge and spin) is 49.8 kcal/mol. Its multiplicity is 3.


This record from OMol25 describes a single C5H5N molecule. The level of theory is ωB97M-V with the def2-TZVPD basis set.

The geometry in XYZ format:
```
11
Properties=species:S:1:pos:R:3
C -0.16625 -1.36320 -0.05026
C 0.62536 2.36415 0.98710
C -0.12762 0.88940 -1.08746
C -0.23792 -2.47661 0.62686
C 0.27288 1.75040 0.02163
N -0.10631 -0.53489 -0.92946
H 0.64570 -2.94473 1.02290
H 0.90702 2.94514 1.81488
H -1.15402 1.15219 -1.37699
H 0.53161 1.09333 -1.94095
H -1.19044 -2.87518 0.91175
```

Its SMILES is C#CCN=C=C. The HOMO energy is -0.3158 Eh. As for the lowest unoccupied orbital energy: 0.90 eV. The value obtained for the energy relative to the best compared isomer or geometry (same formula, charge and spin) is 82.2 kcal/mol. Its multiplicity is 1.


This record from OMol25 describes a molecular structure, C5H9NOS in a non-equilibrium geometry. The level of theory is ωB97M-V with the def2-TZVPD basis set.

The geometry in XYZ format:
```
17
Properties=species:S:1:pos:R:3
C 1.06901 -0.52388 0.13789
C 0.48943 0.58239 1.06448
C -1.02202 0.34407 1.21555
C -0.93444 0.07395 -1.28037
C 0.56742 0.22647 -1.10807
H 2.70901 -1.40938 -0.22550
H 0.63981 -1.52789 0.26884
H 1.08244 0.88831 1.96570
H -1.24937 -0.33407 2.04060
H -1.44850 1.28634 1.55973
H -2.07824 -1.01118 0.09417
H -1.40266 1.00455 -1.68471
H -1.19119 -0.78041 -1.93366
H 1.10203 -0.01501 -2.04492
N -1.62368 -0.11547 -0.00788
O 2.46681 -0.54525 0.15933
S 0.82413 1.85646 -0.22118
```

The HOMO energy is -0.3031 Eh. As for the lowest unoccupied orbital energy: 0.67 eV. The value obtained for the energy relative to the best compared isomer or geometry (same formula, charge and spin) is 45.2 kcal/mol. Its multiplicity is 1.